{
  "formula": "C3H3AgCl9F",
  "method": "wB97M-V/def2-TZVPD",
  "elements": ["C", "Cl", "H", "Cl", "Cl", "Cl", "Cl", "Cl", "Ag", "F", "H", "C", "C", "H", "Cl", "Cl", "Cl"],
  "coordinates": [[-0.5461, 1.9756, -1.6173], [-1.8263, 1.2108, -2.5625], [-0.9850, -1.3335, -0.3294], [-3.1257, -2.3000, -1.0942], [-2.7389, -0.0034, 0.6027], [0.8119, 2.3951, -2.6524], [3.3530, 0.1484, 1.4798], [-1.6773, -2.4656, 1.5193], [3.0088, -1.2330, -2.4472], [1.3219, -0.8671, -1.1262], [1.3436, -1.0383, 1.6872], [-1.9672, -1.5254, 0.1024], [1.8036, -0.1734, 2.1652], [-0.2543, 1.2750, -0.8349], [0.7654, 1.2226, 2.1595], [-1.3106, 3.3922, -0.8429], [2.0229, -0.6801, 3.7911]],
  "atomic_forces_ev_per_a": [[0.1608, 0.5320, 0.4147], [-0.1132, -0.1101, 0.0923], [-0.3079, 0.1206, -0.5278], [1.2543, 0.6390, 1.0576], [0.1455, 0.2439, -0.4142], [-0.5825, -0.1517, 0.3359], [0.3616, -0.0052, 0.1858], [-0.1217, -0.4727, 0.3716], [-0.6191, 0.0242, 0.3272], [0.4321, 0.1851, 0.0336], [-0.0108, 0.4450, -0.5755], [-0.7244, -0.4045, -0.8812], [-1.1545, -0.5599, -0.7503], [0.1919, 0.0642, -0.3008], [0.0383, -0.0246, -0.0877], [0.3252, -0.5656, -0.3738], [0.7246, 0.0404, 1.0927]],
  "mulliken_spin": [-0.027, 0.408, 0.001, 0.103, 0.251, 0.072, 0.362, 0.047, -0.001, 0.040, -0.005, -0.016, -0.032, 0.001, 0.173, 0.162, 0.463],
  "spin_multiplicity": 3,
  "gap_ev": [10.1, 3.1],
  "total_energy_ev": -122552.710,
  "molar_mass_g_mol": 485.00,
  "charge": 2
}


{
  "formula": "C3H3AgLiO4",
  "method": "wB97M-V/def2-TZVPD",
  "elements": ["Ag", "O", "H", "H", "O", "C", "C", "O", "Li", "O", "H", "C"],
  "coordinates": [[-0.2906, -1.7253, 1.0759], [-1.7343, -1.0658, -0.4226], [-1.7278, 0.5419, -1.7602], [-3.0276, 0.5701, -0.5757], [2.1061, -1.1254, 0.9721], [-1.1756, 1.1913, 0.1470], [2.4047, 0.0149, 0.5312], [3.3392, 0.2717, -0.2270], [3.6906, -1.9658, 0.0118], [-0.2008, 0.7811, 0.8168], [-1.4200, 2.2708, 0.1358], [-1.9640, 0.2406, -0.7051]],
  "atomic_forces_ev_per_a": [[-0.0706, 0.6957, -0.5571], [-0.1932, -0.2960, -0.2815], [0.0447, -0.0662, 0.2562], [0.1647, -0.2179, -0.0367], [-0.1310, -0.8635, 0.2744], [2.5020, -1.0640, 0.9380], [1.0517, -0.3604, -0.6383], [-0.1634, -0.1758, 0.2206], [-0.6834, 1.0868, 0.2170], [-2.3339, 1.4727, -0.9303], [0.0474, -0.1437, -0.0021], [-0.2350, -0.0678, 0.5397]],
  "mulliken_spin": [-0.011, 0.001, 0.001, 0.000, 0.056, 0.009, 0.757, 0.125, 0.062, -0.002, 0.001, 0.001],
  "relative_energy_kj_mol": 230.3,
  "spin_multiplicity": 2,
  "gap_ev": [6.6, 6.3],
  "total_energy_ev": -15551.179,
  "molar_mass_g_mol": 217.86
}


{
  "formula": "C3H3BaLiO3",
  "method": "wB97M-V/def2-TZVPD",
  "elements": ["H", "C", "C", "H", "O", "Ba", "Li", "O", "H", "C", "O"],
  "coordinates": [[0.9104, -1.0974, 1.6356], [-0.4032, 0.0710, 0.2600], [0.9091, -0.4753, 0.7344], [1.7027, 0.2554, 0.9216], [1.2327, -1.3726, -0.3891], [-0.9921, 1.6377, -2.4943], [-2.0381, -0.9327, 1.3195], [-0.6660, -0.5572, -1.0625], [-0.8655, 1.9915, 0.5833], [0.5717, -1.0064, -1.4422], [-0.3616, 1.4860, -0.0663]],
  "atomic_forces_ev_per_a": [[-0.4321, -0.0105, -0.3027], [-3.0971, -0.1915, 2.8220], [-0.2845, -0.4922, 0.1434], [-0.0297, 0.0741, -0.5697], [0.8020, 1.2324, -1.2763], [0.3115, -0.2032, -0.6572], [0.2375, 0.0985, 0.1122], [1.8221, 1.0947, 0.7631], [0.2461, -0.2056, 0.2301], [0.0982, -1.9187, -0.8870], [0.3260, 0.5220, -0.3778]],
  "nbo_charge": [0.230, -0.130, -0.196, 0.239, -0.450, 1.934, 0.942, -0.675, 0.525, 0.463, -0.882],
  "relative_energy_kj_mol": 0.0,
  "spin_multiplicity": 1,
  "gap_ev": 7.6,
  "total_energy_ev": -10182.526,
  "molar_mass_g_mol": 231.32,
  "charge": 2
}